The following is a DFT calculation (wB97M-V/def2-TZVPD) of 2 unconnected molecules or ions with the total composition H5PSi.

Results
Lowest unoccupied orbital energy (spin up / spin down) ... -1.549 / -0.495 eV
Maximum force ... 2.2 eV/A
Electronic energy ... -17242.3539 eV
ΔE to the lowest compared entry with this formula, charge and spin ... 385.8 kJ/mol
Frontier orbital gap (spin up / spin down) ... 8.037 / 8.610 eV
M ... 64.10 g mol⁻¹
Multiplicity ... 1

XYZ file:
```
7
Properties=species:S:1:pos:R:3:forces:R:3
H -1.448 0.707 0.665 -0.26 -0.45 -0.64
Si -0.860 -0.255 -0.340 -0.65 -0.89 -1.28
H 1.722 2.319 1.586 -0.13 -0.43 -0.28
P 1.314 0.348 -0.315 0.89 -1.08 0.41
H -1.014 -1.697 0.010 0.03 0.34 0.47
H 1.807 -0.989 0.233 -0.69 1.56 -0.51
H -1.521 -0.433 -1.838 0.82 0.95 1.83
```
Positions in Å, forces in eV/Å.